Below is C25H45ClP2Pt as an isolated structure at a distorted geometry, with properties calculated with wB97M-V/def2-TZVPD.

```
! wB97M-V def2-TZVPD RIJCOSX def2/J DEFGRID3
* xyz 2 5
Pt -0.110 0.035 -0.577
Cl 3.678 -0.308 -0.417
P 0.726 -1.568 1.005
P 0.588 -0.755 -2.427
C 2.164 1.286 4.428
C 1.611 -2.106 -1.785
C -0.123 -1.212 -3.980
C -0.732 -2.598 -4.023
C -2.182 -1.378 -1.502
C 2.510 3.217 1.974
C 1.568 0.695 -2.877
C -0.911 1.737 2.320
C -0.908 -1.963 1.622
C -0.203 3.568 0.660
C -0.896 0.652 4.666
C 2.208 0.531 0.125
C -0.985 -0.053 -3.794
C -3.056 -1.180 -2.707
C -2.457 -0.159 -3.705
C -1.242 -2.399 -1.491
C -1.260 1.490 -1.388
C -1.107 -3.291 -2.709
C 1.300 2.399 2.286
C -2.344 2.004 2.276
C 0.095 2.434 1.546
C 1.401 -2.651 -0.348
C 1.123 1.535 3.400
C -0.257 1.193 3.456
C 1.785 -1.826 2.456
H -2.920 0.833 -3.571
H 1.655 0.738 -3.977
H 0.705 -1.050 -4.671
H -0.279 4.455 1.301
H -2.054 -3.791 -2.907
H -1.380 2.098 -0.510
H -2.697 2.322 1.302
H -1.631 -2.420 -4.621
H -1.010 -1.587 2.643
H 3.451 2.662 2.198
H 2.280 1.583 -0.209
H -0.352 -0.207 5.068
H 2.502 4.128 2.621
H -1.691 -1.496 1.016
H -1.925 0.351 4.464
H -0.933 1.411 5.459
H 1.662 -2.892 2.725
H -1.069 -2.896 -0.531
H 2.517 3.572 0.917
H 1.679 -2.900 -2.495
H -0.750 1.924 -2.217
H 1.456 -1.214 3.310
H -2.722 -0.457 -4.717
H -2.593 -0.923 -0.594
H -2.205 1.002 -1.598
H -1.014 -3.046 1.606
H 0.573 3.709 -0.097
H 2.151 2.037 5.248
H 2.197 0.478 1.236
H 3.173 1.298 3.969
H 0.777 -3.551 -0.280
H -4.031 -0.784 -2.398
H 2.376 -2.951 0.057
H -0.413 -4.082 -2.485
H 1.128 1.634 -2.493
H -2.565 2.835 2.971
H -0.631 0.898 -4.204
H -3.197 -2.138 -3.222
H -1.172 3.492 0.160
H 2.532 0.549 -2.370
H 2.543 -1.574 -1.784
H 2.848 -1.629 2.247
H 1.979 0.296 4.871
H -2.957 1.159 2.609
H 0.017 -3.204 -4.543
*
```

Calculated values
- <S²>: 6.026
- Gap between HOMO and LUMO (spin up / spin down): 5.8437 / 4.8203 eV
- Lowest unoccupied orbital energy (spin up / spin down): -6.038 / -8.481 eV


Below is C25H45CuO13S3 as an isolated structure at a distorted geometry, with properties calculated with wB97M-V/def2-TZVPD.

```
! wB97M-V def2-TZVPD RIJCOSX def2/J DEFGRID3
* xyz 0 1
Cu -1.129 1.203 -3.700
S 1.602 -1.103 -4.645
S 2.945 -2.729 1.707
S -1.930 3.799 3.960
O 3.018 1.594 3.202
O -1.614 0.505 -1.547
O -2.600 -3.808 -3.227
O 2.083 2.675 1.445
O -0.348 4.717 -1.612
O 4.128 -2.582 2.532
O -1.229 4.982 4.466
O 0.247 -0.547 -4.651
O -3.247 3.982 3.372
O 2.669 -0.486 -5.399
O -1.406 3.546 -3.194
O -4.059 -5.497 -3.145
O 3.032 -2.464 0.290
C -2.009 2.639 5.408
C 1.182 -3.622 -4.054
C 0.506 -2.556 2.820
C -4.681 -3.304 -2.280
C 1.688 -1.648 2.538
C -0.756 2.850 2.973
C 2.915 1.773 2.018
C -0.219 1.756 3.916
C -2.156 5.152 -0.146
C -1.420 4.039 -2.099
C 1.970 -3.090 -2.852
C 2.097 2.472 0.039
C -2.524 3.987 -1.041
C -4.045 -2.054 -2.847
C 2.026 -4.290 2.042
C -2.548 -2.408 -2.900
C -0.752 -0.009 -0.588
C -0.655 5.237 -0.328
C 3.723 1.006 1.008
C 1.081 -3.897 3.168
C -3.788 -4.338 -2.968
C 3.311 1.682 -0.319
C -0.655 1.942 5.391
C 2.115 -1.556 -2.947
C 1.538 -2.796 -5.261
H -0.698 0.955 5.849
H 2.085 -1.161 3.427
H 1.311 -4.696 -4.176
H -2.727 1.875 5.103
H 3.420 -0.037 0.989
H 0.375 -4.712 3.329
H -0.026 -2.168 3.689
H 2.978 -3.499 -2.869
H 0.131 -3.493 -3.774
H 2.717 -5.112 2.208
H -2.394 4.946 0.896
H -2.591 6.096 -0.472
H 1.183 1.986 -0.300
H -2.308 3.193 6.291
H -5.713 -3.478 -2.567
H 0.133 2.502 5.894
H -4.308 -1.194 -2.232
H 3.069 0.938 -1.080
H 0.288 0.326 -0.725
H 0.005 3.489 2.534
H 0.947 -2.786 -6.176
H -2.348 3.034 -0.533
H 2.204 3.410 -0.511
H 1.680 -0.850 -2.243
H -0.103 4.656 0.420
H -0.113 -2.577 1.921
H 0.866 1.694 3.890
H 2.544 -3.080 -5.577
H -3.501 4.052 -1.509
H -1.101 0.329 0.402
H 3.186 -1.351 -2.978
H -4.494 -3.372 -1.207
H -0.321 6.256 -0.123
H 1.462 -3.271 -1.908
H 1.460 -0.844 1.836
H -1.351 2.428 2.161
H -4.467 -1.911 -3.845
H 1.710 -3.827 4.062
H -0.680 -1.109 -0.519
H -0.651 0.822 3.550
H 4.148 2.249 -0.727
H 4.765 1.079 1.309
H -2.193 -2.343 -1.870
H -2.061 -1.706 -3.568
H 1.379 -4.494 1.186
*
```

Calculated values
- Gap between HOMO and LUMO: 7.8020 eV
- Lowest unoccupied orbital energy: -0.229 eV


Below is a 4-piece molecular cluster, C25H45NO5SSi overall, with properties calculated with wB97M-V/def2-TZVPD.

```
! wB97M-V def2-TZVPD RIJCOSX def2/J DEFGRID3
* xyz 0 1
S -3.881 5.716 2.620
Si -3.052 4.870 0.819
O 2.055 5.202 3.469
O 0.343 0.261 -0.140
O -1.576 -0.914 -0.106
O 0.010 -2.770 -3.865
O 3.099 -9.117 -0.903
N -3.984 2.308 0.838
C -0.175 4.952 1.007
C 2.108 5.979 4.668
C -5.148 3.651 -0.764
C -4.183 3.490 0.227
C -0.915 -4.060 -2.114
C 2.342 -8.082 -1.528
C -4.751 1.285 0.486
C -0.800 -2.655 -2.687
C 2.675 5.060 5.742
C 0.583 4.507 -0.248
C -0.740 -0.024 1.961
C 2.796 3.992 3.636
C 3.605 -10.016 -1.890
C 3.596 4.159 4.921
C 2.639 -8.179 -3.020
C -5.753 1.369 -0.478
C 2.880 -9.678 -3.186
C 0.125 0.792 -1.456
C -5.950 2.576 -1.121
C 0.632 -4.052 -3.903
C 0.850 2.989 -0.293
C 0.425 -4.668 -2.525
C 0.065 2.322 -1.429
C -0.734 -0.286 0.483
C -1.433 4.102 1.303
H -1.295 0.895 2.153
H -1.482 3.907 2.379
H 1.828 -7.793 -3.637
H -5.265 4.611 -1.252
H 4.539 4.671 4.718
H -2.934 5.924 -0.212
H 3.546 -7.622 -3.263
H -0.468 5.998 0.860
H 0.936 0.444 -2.096
H -1.380 3.119 0.835
H 0.425 -5.758 -2.548
H 0.496 4.954 1.866
H 0.033 4.799 -1.148
H -6.353 0.500 -0.708
H 1.211 -4.341 -1.842
H 3.185 5.606 6.534
H -1.224 -0.861 2.458
H 2.759 6.843 4.500
H -1.763 -2.222 -2.958
H 0.519 2.553 0.648
H -0.309 -1.983 -1.982
H 3.423 3.838 2.757
H 1.278 -8.248 -1.326
H 0.278 0.081 2.332
H -6.711 2.683 -1.883
H 3.461 -9.934 -4.071
H 3.433 -11.039 -1.556
H 1.876 4.468 6.195
H 1.915 2.773 -0.399
H -4.565 0.341 0.984
H 3.822 3.208 5.401
H -4.454 6.799 2.088
H 4.685 -9.862 -1.989
H 1.529 5.051 -0.286
H 0.154 -4.657 -4.682
H 0.456 2.700 -2.376
H 1.105 6.341 4.897
H 2.094 3.154 3.711
H 1.927 -10.209 -3.238
H -1.735 -4.602 -2.591
H 1.685 -3.928 -4.163
H 2.629 -7.122 -1.098
H -0.981 2.634 -1.347
H -0.797 0.379 -1.862
H -1.088 -4.058 -1.039
*
```

Calculated values
- Gap between HOMO and LUMO: 9.7795 eV
- SMILES string: CC(=O)OCCCCCC[Si@H](S)c1ccccn1.C1CCOC1.C1CCOC1.C1CCOC1
- Lowest unoccupied orbital energy: 0.662 eV


Below is C25H46BNP2V as an isolated structure at a distorted geometry, with properties calculated with wB97M-V/def2-TZVPD.

```
! wB97M-V def2-TZVPD RIJCOSX def2/J DEFGRID3
* xyz 1 3
V 0.201 0.145 2.642
P -0.708 2.105 -6.061
P -0.882 -0.473 -4.718
N -1.767 -0.357 2.751
C 2.217 2.679 2.514
C -2.407 -1.429 -4.356
C 0.411 -1.737 -4.432
C 3.273 -0.080 3.785
C 1.423 1.690 3.283
C 2.188 -1.302 0.434
C -1.344 0.750 -7.192
C -0.580 -2.380 1.309
C 0.941 -1.244 5.621
C 0.067 1.912 3.738
C -0.803 -0.327 -0.250
C 1.885 0.449 3.865
C -2.157 -1.189 3.492
C 0.970 2.212 -6.826
C -0.973 -0.608 -6.598
C 0.289 0.492 0.386
C 1.934 -2.414 1.472
C -0.236 0.885 4.700
C -0.813 3.042 3.360
C -1.410 0.939 5.615
C 1.579 0.048 0.698
C -1.475 3.514 -6.971
C 0.560 -2.445 2.060
C 0.839 -0.060 4.719
C -0.699 -1.870 -0.090
B -2.561 -2.272 4.473
H -1.857 2.708 3.285
H 0.492 -2.783 3.104
H 3.714 0.119 2.801
H -2.561 3.497 -6.806
H 1.602 1.390 -6.470
H 0.187 -2.660 -4.977
H 2.683 -2.345 2.273
H -0.754 3.839 4.114
H -2.435 0.866 -7.274
H 2.324 0.845 0.833
H -3.751 -2.440 4.344
H -1.770 0.013 0.160
H -0.516 3.457 2.390
H 1.375 -1.338 -4.765
H 0.005 -0.955 -6.965
H -1.724 -1.368 -6.852
H -1.438 0.089 6.306
H 1.220 -0.929 6.640
H -2.452 -1.643 -3.282
H 0.895 2.179 -7.921
H -1.385 1.865 6.211
H 1.417 3.164 -6.516
H 3.306 -1.159 3.973
H 0.107 1.585 0.407
H -0.010 -1.791 5.685
H 1.914 -1.688 -0.558
H -3.282 -0.829 -4.632
H 2.441 3.559 3.138
H 1.660 3.032 1.636
H -1.064 4.446 -6.560
H 3.907 0.410 4.538
H -1.497 -2.806 1.728
H -2.282 -1.867 5.603
H 0.116 -2.250 -0.721
H 3.279 -1.148 0.390
H -1.629 -2.293 -0.511
H 1.718 -1.935 5.276
H -1.261 3.457 -8.049
H 2.139 -3.376 0.970
H 3.167 2.247 2.182
H -2.414 -2.365 -4.927
H -1.906 -3.274 4.198
H -0.906 0.885 -8.191
H -2.351 0.951 5.047
H 0.472 -1.941 -3.357
H -0.859 -0.094 -1.327
*
```

Calculated values
- <S²>: 2.028
- Gap between HOMO and LUMO (spin up / spin down): 4.2035 / 4.6109 eV
- Lowest unoccupied orbital energy (spin up / spin down): -5.039 / -4.632 eV